#a
DFT (ωB97M-V/def2-TZVPD) results for a structure of composition C44H41N7O6PSTi.

```
! wB97M-V def2-TZVPD RIJCOSX def2/J DEFGRID3
* xyz -1 3
Ti 0.5640 -0.4042 -0.7311
C -1.5936 3.1188 -0.7054
C -2.8740 2.6917 -0.0466
C -3.7902 3.6778 0.3256
C -5.0174 3.3635 0.8891
C -5.3506 2.0331 1.0861
C -4.4485 1.0407 0.7293
C -3.2060 1.3428 0.1683
P -2.1213 -0.0565 -0.3954
C -2.7043 -1.4177 0.6987
C -2.6123 -1.0975 2.0598
C -2.9109 -2.0168 3.0486
C -3.3078 -3.2950 2.6833
C -3.4046 -3.6234 1.3406
C -3.1093 -2.7127 0.3213
C -3.2254 -3.2135 -1.1038
C -2.7455 -0.2336 -2.1136
C -3.9938 0.2004 -2.5614
C -4.2912 0.2298 -3.9158
C -3.3184 -0.1616 -4.8302
C -2.0798 -0.6044 -4.3821
C -1.7736 -0.6684 -3.0189
C -0.4562 -1.2035 -2.5203
H -1.4275 4.1890 -0.5713
H -1.6343 2.9221 -1.7785
H -0.7376 2.5898 -0.2982
H -3.5259 4.7173 0.1608
H -5.7075 4.1525 1.1715
H -6.3042 1.7605 1.5247
H -4.7250 0.0072 0.8915
H -2.2923 -0.1033 2.3469
H -2.8127 -1.7376 4.0926
H -3.5349 -4.0379 3.4421
H -3.7136 -4.6243 1.0553
H -3.8288 -4.1229 -1.1289
H -2.2338 -3.4559 -1.4904
H -3.6816 -2.4867 -1.7685
H -4.7373 0.5402 -1.8501
H -5.2617 0.5749 -4.2539
H -3.5261 -0.1234 -5.8957
H -1.3255 -0.9191 -5.0966
H 0.2648 -1.2677 -3.3312
H -0.6257 -2.2257 -2.1631
O 6.4999 2.8560 1.0767
C 6.0600 1.6743 1.7380
C 4.7986 1.1629 1.1154
C 4.3052 -0.0891 1.5213
C 3.1343 -0.5350 0.9832
N 2.4354 0.1574 0.0660
C 2.9066 1.3613 -0.3534
C 4.1016 1.8806 0.1852
C 2.1396 2.0062 -1.3635
C 2.4983 3.2512 -1.9299
C 1.8277 3.7534 -3.0034
C 2.1897 5.0806 -3.6173
O 2.7076 6.0269 -2.6832
C 0.7669 2.9735 -3.5508
C 0.4135 1.8167 -2.9398
N 1.0198 1.3149 -1.8255
H 7.2358 3.2205 1.5721
H 5.8672 1.8721 2.7945
H 6.8195 0.8920 1.6849
H 4.8270 -0.6997 2.2476
H 2.7176 -1.4751 1.2915
H 4.4755 2.8435 -0.1290
H 3.3285 3.8052 -1.5133
H 1.3155 5.4814 -4.1343
H 2.9730 4.9542 -4.3641
H 2.1600 5.9808 -1.8925
H 0.2131 3.3099 -4.4189
H -0.4187 1.2497 -3.3193
N 4.0080 -1.2524 -3.7372
C 3.5003 -1.6193 -2.5086
N 4.3063 -2.3694 -1.7166
O 2.3843 -1.2499 -2.1790
H 5.0038 -1.2482 -3.8661
H 3.5061 -0.4997 -4.1755
H 5.1195 -2.8109 -2.1002
H 3.9361 -2.7491 -0.8644
O 0.0597 -3.3478 6.9358
C -0.1387 -2.0081 6.8922
O -0.4020 -1.4379 7.9151
C -0.0145 -1.3408 5.5629
C -0.2137 0.0350 5.5064
C -0.1442 0.7201 4.3076
C 0.1174 0.0557 3.0939
S 0.1194 1.0111 1.6199
C 0.3314 -1.3311 3.1654
C 0.2652 -2.0062 4.3725
H 0.2620 -3.6730 6.0528
H -0.4283 0.5581 6.4306
H -0.3069 1.7945 4.2868
H 0.5154 -1.8871 2.2604
H 0.4281 -3.0794 4.3359
O 0.4439 -2.0163 -0.0858
N -0.0185 -3.3048 -0.2062
C 0.9256 -4.2403 0.1121
C 2.2818 -4.0100 0.4451
N 3.3949 -3.8694 0.7444
C 0.4739 -5.5970 0.0589
N 0.1067 -6.6917 0.0173
*
```

Results
Kohn-Sham gap (alpha / beta) in eV: 5.17 / 6.76

Results of the Mulliken charge analysis, in e, for atoms 1 through 99:
1. Ti -0.09
2. C -0.70
3. C 0.48
4. C -0.78
5. C -0.79
6. C -0.95
7. C -0.81
8. C 0.72
9. P 2.42
10. C 0.75
11. C -1.16
12. C -1.04
13. C -1.00
14. C -0.82
15. C 0.86
16. C -1.44
17. C 0.04
18. C -0.49
19. C -0.69
20. C -0.80
21. C -0.29
22. C -0.02
23. C -1.38
24. H 0.54
25. H 0.28
26. H -0.46
27. H 0.40
28. H 0.38
29. H 0.43
30. H 0.53
31. H 0.96
32. H 0.47
33. H 0.39
34. H 0.37
35. H 0.51
36. H 0.23
37. H 0.21
38. H 0.38
39. H 0.42
40. H 0.36
41. H 0.45
42. H 0.56
43. H 0.62
44. O -0.50
45. C -0.69
46. C 0.26
47. C -1.39
48. C -0.69
49. N 1.18
50. C 0.59
51. C -0.84
52. C 0.44
53. C -1.23
54. C 0.59
55. C -0.74
56. O -0.53
57. C -1.16
58. C -1.05
59. N 1.16
60. H 0.31
61. H 0.32
62. H 0.30
63. H 0.48
64. H 0.33
65. H 0.69
66. H 0.84
67. H 0.35
68. H 0.27
69. H 0.33
70. H 0.42
71. H 0.08
72. N -0.57
73. C 0.27
74. N -0.37
75. O 0.09
76. H 0.20
77. H 0.25
78. H 0.21
79. H 0.19
80. O -0.53
81. C 0.55
82. O -0.60
83. C 1.30
84. C -1.01
85. C -0.63
86. C 0.48
87. S -0.21
88. C -0.92
89. C -0.79
90. H 0.30
91. H 0.44
92. H 0.47
93. H 0.42
94. H 0.20
95. O 0.24
96. N -0.19
97. C 0.39
98. C 0.42
99. N -0.84

#b
DFT (ωB97M-V/def2-TZVPD) results for a structure of composition C44H41N7O6PSTi.

```
! wB97M-V def2-TZVPD RIJCOSX def2/J DEFGRID3
* xyz -1 3
Ti -0.8409 -0.8705 -0.4361
C 3.4929 -0.7198 -2.1313
C 3.7614 0.5377 -1.3482
C 4.6914 1.4423 -1.8579
C 5.0459 2.5956 -1.1772
C 4.4701 2.8566 0.0546
C 3.5305 1.9778 0.5734
C 3.1425 0.8261 -0.1147
P 1.7795 -0.2499 0.5186
C 1.5791 0.3973 2.2558
C 0.7855 1.5531 2.2624
C 0.5204 2.2646 3.4192
C 1.0291 1.8130 4.6248
C 1.7744 0.6481 4.6429
C 2.0597 -0.0844 3.4870
C 2.8239 -1.3685 3.6874
C 2.5436 -1.8961 0.5851
C 3.8810 -2.1214 0.9067
C 4.3617 -3.4083 1.0523
C 3.4839 -4.4783 0.8874
C 2.1734 -4.2569 0.5033
C 1.6814 -2.9612 0.2846
C 0.3430 -2.7139 -0.3264
H 3.7855 -0.5844 -3.1728
H 2.4383 -0.9898 -2.1258
H 4.0563 -1.5603 -1.7210
H 5.1502 1.2243 -2.8159
H 5.7750 3.2761 -1.6010
H 4.7492 3.7406 0.6165
H 3.0875 2.1970 1.5346
H 0.3721 1.8984 1.3230
H -0.1062 3.1478 3.3762
H 0.8229 2.3431 5.5469
H 2.1426 0.2699 5.5905
H 2.8557 -1.6092 4.7507
H 3.8513 -1.2912 3.3336
H 2.3632 -2.2047 3.1634
H 4.5403 -1.2736 1.0612
H 5.3996 -3.5829 1.3089
H 3.8380 -5.4930 1.0275
H 1.5145 -5.0982 0.3192
H -0.3078 -3.5838 -0.1819
H 0.5147 -2.6494 -1.4132
O -2.6646 0.4280 6.3031
C -1.9849 -0.7618 5.9296
C -1.7428 -0.7853 4.4513
C -0.9576 -1.8208 3.9032
C -0.7000 -1.8107 2.5638
N -1.1596 -0.8615 1.7235
C -1.9894 0.0901 2.2288
C -2.2601 0.1567 3.6105
C -2.4759 1.0363 1.2719
C -3.3408 2.1044 1.5648
C -3.7806 2.9329 0.5647
C -4.7365 4.0564 0.8602
O -5.9428 3.6130 1.4810
C -3.3408 2.6833 -0.7554
C -2.4740 1.6494 -0.9836
N -2.0258 0.8373 -0.0062
H -2.8760 0.3761 7.2386
H -2.5729 -1.6465 6.2016
H -1.0186 -0.8331 6.4440
H -0.5522 -2.6092 4.5255
H -0.0854 -2.5802 2.1166
H -2.8658 0.9558 4.0104
H -3.6802 2.2645 2.5804
H -4.9588 4.5977 -0.0646
H -4.2934 4.7651 1.5616
H -6.2075 2.7925 1.0516
H -3.6734 3.3021 -1.5789
H -2.0938 1.4385 -1.9755
N 0.2382 3.2600 -2.7522
C 0.6459 3.2696 -1.4558
N 1.1375 4.4736 -0.9704
O 0.5376 2.2932 -0.7372
H 0.4877 4.0030 -3.3779
H 0.0669 2.3278 -3.1185
H 1.5687 5.0980 -1.6323
H 1.6617 4.3521 -0.1184
O -2.1775 -0.6104 -9.1662
C -2.5930 -1.3324 -8.0861
O -3.4310 -2.1763 -8.2495
C -1.9495 -1.0164 -6.7851
C -2.1364 -1.8924 -5.7197
C -1.5588 -1.6745 -4.4801
C -0.7741 -0.5359 -4.2445
S 0.0918 -0.0692 -2.7739
C -0.5880 0.3404 -5.3305
C -1.1590 0.1101 -6.5658
H -1.4427 -0.0420 -8.9079
H -2.7415 -2.7757 -5.8826
H -1.7100 -2.3977 -3.7000
H 0.0287 1.2196 -5.1854
H -0.9905 0.8511 -7.3427
O -2.1681 -1.7021 -1.6521
N -2.5427 -2.0201 -0.4291
C -3.0767 -3.2237 -0.2309
C -3.3110 -4.1278 -1.3035
N -3.4996 -4.8535 -2.1802
C -3.4196 -3.5877 1.1017
N -3.6969 -3.8918 2.1791
*
```

Results
Kohn-Sham gap (alpha / beta) in eV: 4.94 / 7.29

Results of the Mulliken charge analysis, in e, for atoms 1 through 99:
1. Ti -0.27
2. C -1.48
3. C 0.81
4. C -0.79
5. C -0.74
6. C -0.71
7. C -1.08
8. C 0.76
9. P 1.74
10. C 0.00
11. C 0.18
12. C -1.01
13. C -1.16
14. C -0.85
15. C 0.87
16. C -1.56
17. C 0.93
18. C -0.71
19. C -0.59
20. C -0.85
21. C -0.59
22. C 0.32
23. C -1.75
24. H 0.48
25. H -0.10
26. H 0.25
27. H 0.43
28. H 0.37
29. H 0.45
30. H 0.56
31. H 0.15
32. H 0.48
33. H 0.35
34. H 0.37
35. H 0.53
36. H 0.30
37. H 0.24
38. H 0.58
39. H 0.43
40. H 0.38
41. H 0.50
42. H 0.65
43. H 0.63
44. O -0.51
45. C -0.75
46. C 0.31
47. C -1.34
48. C -0.69
49. N 1.54
50. C 0.57
51. C -1.06
52. C 0.45
53. C -0.79
54. C 0.25
55. C -0.81
56. O -0.52
57. C -1.10
58. C -0.72
59. N 1.28
60. H 0.30
61. H 0.34
62. H 0.31
63. H 0.44
64. H 0.27
65. H 0.57
66. H 0.56
67. H 0.29
68. H 0.30
69. H 0.34
70. H 0.34
71. H 0.50
72. N -0.31
73. C 0.28
74. N -0.57
75. O -0.01
76. H 0.22
77. H -0.14
78. H 0.24
79. H 0.25
80. O -0.50
81. C 0.68
82. O -0.57
83. C 1.07
84. C -0.97
85. C -0.41
86. C 0.98
87. S -0.16
88. C -1.15
89. C -1.09
90. H 0.28
91. H 0.46
92. H 0.44
93. H 0.27
94. H 0.15
95. O -0.58
96. N 0.48
97. C 0.67
98. C 0.09
99. N -0.64

Least stable of them? #a.

#a
DFT (ωB97M-V/def2-TZVPD) results for a structure of composition C10H13NOS.

```
! wB97M-V def2-TZVPD RIJCOSX def2/J DEFGRID3
* xyz 0 1
C -3.2451 -1.0477 0.9134
C -2.4698 -2.1704 0.5192
C -2.9699 0.1971 0.3628
C -1.3663 -1.9197 -0.2776
C -1.9129 0.3921 -0.4234
C -0.9888 -0.6363 -0.8718
C 1.7817 -0.0695 -0.7465
C 1.1714 2.1751 -0.1921
C 2.6514 0.8557 1.3443
C 0.1357 -0.4458 -1.7338
N 2.0394 0.9755 0.0075
O 3.7415 -1.4008 0.2276
S 2.4694 -1.6215 -0.4557
H -4.0924 -1.1348 1.5477
H -2.7864 -3.1318 0.8205
H -3.5102 1.0278 0.6418
H -0.6532 -2.5876 -0.5566
H -1.7196 1.3833 -0.7758
H 0.3304 1.9219 -0.8934
H 0.8342 2.5201 0.7432
H 1.7288 3.0008 -0.5967
H 1.9422 1.1030 2.1543
H 2.9364 -0.0856 1.4812
H 3.4507 1.5949 1.3065
H 0.1075 0.4544 -2.2900
H 0.3937 -1.3502 -2.2567
*
```

Results
Kohn-Sham gap (alpha / beta) in eV: 7.31 / 7.31

Charge distribution, natural (NBO) scheme, values in e:
1. C -0.18
2. C -0.22
3. C -0.24
4. C -0.17
5. C -0.18
6. C -0.07
7. C 0.02
8. C -0.39
9. C -0.39
10. C -0.39
11. N -0.44
12. O -1.00
13. S 0.91
14. H 0.21
15. H 0.22
16. H 0.21
17. H 0.20
18. H 0.19
19. H 0.21
20. H 0.20
21. H 0.20
22. H 0.19
23. H 0.24
24. H 0.20
25. H 0.22
26. H 0.24

#b
DFT (ωB97M-V/def2-TZVPD) results for a structure of composition C10H13NOS.

```
! wB97M-V def2-TZVPD RIJCOSX def2/J DEFGRID3
* xyz 0 1
C -1.5075 0.2027 0.6853
C -2.6363 -1.0041 -1.0118
C -2.7778 0.3409 1.2956
C -3.8209 -0.6833 -0.3957
C -1.4063 -0.6405 -0.4167
C 0.8555 -1.2818 1.1325
C 1.0994 -0.5508 -0.0702
C 2.5687 1.1976 0.6998
C 2.1468 0.9219 -1.7854
C 1.5586 0.7934 -0.3821
N -3.8998 -0.1603 0.8189
O -0.3564 -0.9471 -1.1121
S 2.1287 -1.9035 0.0519
H -0.7760 0.5258 1.2942
H -2.6056 -1.6865 -1.8435
H -2.8045 0.8716 2.2115
H -4.6377 -1.2056 -0.8548
H 1.1713 -1.0810 2.1525
H -0.1366 -1.8433 1.0899
H 2.9006 2.2187 0.6159
H 3.2408 0.4467 0.6558
H 1.8895 1.2493 1.6626
H 2.9674 0.2861 -1.9638
H 2.6323 1.9785 -1.8956
H 1.4498 0.5139 -2.4768
H 0.7561 1.4406 -0.1580
*
```

Results
Kohn-Sham gap in eV: 9.22

Charge distribution, natural (NBO) scheme, values in e:
1. C -0.39
2. C -0.30
3. C 0.07
4. C 0.04
5. C 0.34
6. C -0.55
7. C 0.20
8. C -0.57
9. C -0.61
10. C -0.32
11. N -0.46
12. O -0.53
13. S 0.25
14. H 0.20
15. H 0.22
16. H 0.18
17. H 0.19
18. H 0.25
19. H 0.26
20. H 0.23
21. H 0.21
22. H 0.19
23. H 0.21
24. H 0.22
25. H 0.24
26. H 0.23

Least stable of them? #a.